Formula: CBr2F4Si
Source: the Open Molecules 2025 dataset
Level of theory: wB97M-V/def2-TZVPD

Results
E_HOMO (alpha / beta)   -9.838 / -9.368 eV
Frontier orbital gap (alpha / beta)   7.9332 / 7.6162 eV
Energy above the lowest of the compared OMol25 structures with the same formula, charge and spin   222.1 kJ/mol
Lowest unoccupied orbital energy (alpha / beta)   -1.9 / -1.8 eV

ORCA input file:
```
! RIJCOSX wB97M-V def2-TZVPD def2/J DEFGRID3
* xyz 0 1
C 0.76176 -0.18976 0.45370
F 1.04008 -0.52759 1.73939
F 1.48407 0.88157 0.16480
F 1.07949 -1.25236 -0.42158
F -1.99746 0.43898 -1.84802
Si -2.07148 0.33537 -0.25450
Br -3.01186 2.19918 0.26286
Br -2.97589 -1.65419 0.22654
*
```

=====

Formula: C5H11N3O
Source: the Open Molecules 2025 dataset
Level of theory: wB97M-V/def2-TZVPD

Results
E_HOMO   -9.723 eV
Frontier orbital gap   10.0137 eV
Energy above the lowest of the compared OMol25 structures with the same formula, charge and spin   122.1 kJ/mol
Lowest unoccupied orbital energy   0.3 eV

ORCA input file:
```
! RIJCOSX wB97M-V def2-TZVPD def2/J DEFGRID3
* xyz 0 1
C 2.10004 -0.04094 0.48213
C 1.04638 -0.04848 -0.58629
C 1.20101 -0.71886 -1.73837
H -0.53233 -1.56404 0.68967
H 2.97146 0.53613 0.15760
H 1.73394 0.40092 1.41306
H 2.42440 -1.06355 0.70364
H 2.08548 -1.32932 -1.89961
H 0.46876 -0.71777 -2.53632
C -1.56718 -1.37071 1.05352
C -0.08626 1.00825 -0.46747
N -1.60476 -0.46996 2.07889
N -1.04526 1.18103 -1.42427
N -0.15759 1.75047 0.59001
O -2.55020 -1.90389 0.56472
H -2.52451 -0.12913 2.32813
H -0.86793 0.23322 2.11402
H -0.66084 1.57605 -2.27864
H -1.47344 0.29442 -1.68606
H -0.96116 2.37615 0.44164
*
```

=====

Formula: C11H6ClN5O
Source: the Open Molecules 2025 dataset
Level of theory: wB97M-V/def2-TZVPD

Results
E_HOMO   -9.256 eV
Frontier orbital gap   9.1161 eV
Energy above the lowest of the compared OMol25 structures with the same formula, charge and spin   0.0 kJ/mol
Lowest unoccupied orbital energy   -0.1 eV

ORCA input file:
```
! RIJCOSX wB97M-V def2-TZVPD def2/J DEFGRID3
* xyz 0 1
N 3.50568 4.04433 -1.99398
O 2.09324 -2.82240 -0.75395
Cl -3.65749 -1.57522 3.78499
C 2.62530 3.29228 -2.28136
N 1.99443 0.02406 -1.59721
N 0.20670 1.19293 -1.00107
C 1.41854 -2.03200 -0.15034
C 1.36153 -0.67874 -0.75228
C 1.28244 1.19117 -1.73975
C -2.67856 0.18118 1.78795
C -1.36439 -1.81196 2.31362
C -1.72408 0.51517 0.88570
C -2.51458 -1.02804 2.52946
C -0.43773 -1.47072 1.32324
C -0.63996 -0.28113 0.65446
N 0.52462 -2.36617 0.85736
N 0.27826 0.05672 -0.35047
C 1.58992 2.37724 -2.76801
H -3.58654 0.87438 1.89447
H -1.26400 -2.70140 2.95341
H -1.79707 1.54481 0.43062
H 0.27700 -3.31731 0.79747
H 0.59582 2.81184 -3.09533
H 1.91091 1.97898 -3.72902
*
```